#a
{"formula": "C23H27BrN4O11P2S5Ti", "method": "ωB97M-V with the def2-TZVPD basis set", "elements": ["Br", "Ti", "S", "S", "S", "S", "S", "P", "P", "O", "O", "O", "O", "O", "O", "O", "O", "O", "O", "O", "N", "N", "N", "N", "C", "C", "C", "C", "C", "C", "C", "C", "C", "C", "C", "C", "C", "C", "C", "C", "C", "C", "C", "C", "C", "C", "C", "H", "H", "H", "H", "H", "H", "H", "H", "H", "H", "H", "H", "H", "H", "H", "H", "H", "H", "H", "H", "H", "H", "H", "H", "H", "H", "H"], "positions_angstrom": [[-1.51, -1.91, 1.21], [0.70, -0.13, 0.02], [-1.68, 2.91, -2.77], [-2.95, 5.52, -7.84], [-2.77, 3.89, -5.34], [0.79, 5.31, -3.36], [-0.78, 5.86, -5.83], [2.82, -1.64, 1.85], [3.74, -0.71, -0.92], [0.66, -2.87, -0.28], [1.50, -0.86, 1.68], [2.75, -3.10, 1.58], [3.28, -1.36, 3.37], [4.14, 0.57, 1.44], [-0.49, 5.00, 1.96], [4.48, 0.44, -1.48], [2.18, -0.60, -0.96], [1.25, 1.65, 0.00], [2.03, -3.57, -1.94], [4.04, -2.12, -1.48], [-0.28, -3.42, -2.24], [-0.66, 0.98, 1.56], [-0.65, -0.10, -1.25], [-0.17, 2.31, 1.73], [-4.38, -1.88, 3.13], [-2.25, 5.17, -6.37], [5.47, -1.41, 1.12], [1.47, 6.21, 1.49], [0.45, 2.68, 0.43], [-4.85, -4.24, 3.29], [-6.62, -2.65, 3.61], [1.24, 3.96, 0.63], [0.73, 5.04, 1.36], [2.48, 4.09, 0.01], [-0.07, 6.16, -2.02], [4.11, -0.77, 0.89], [0.83, -3.30, -1.60], [-3.50, -0.72, 2.93], [3.21, 5.26, 0.13], [2.71, 6.32, 0.88], [-3.95, -3.21, 3.08], [-1.52, 3.97, -4.09], [-5.72, -1.62, 3.41], [-0.58, 4.92, -4.37], [-2.37, -0.58, 2.23], [-1.71, 0.73, 2.22], [-6.19, -3.97, 3.55], [-1.47, -0.66, -1.44], [2.85, 3.26, -0.58], [1.05, 7.02, 2.07], [1.47, -3.10, 0.22], [0.62, 2.20, 2.37], [-7.66, -2.43, 3.82], [-0.49, 0.55, -2.02], [3.44, -0.41, 3.46], [-0.04, -3.70, -3.19], [-6.06, -0.59, 3.47], [-6.89, -4.78, 3.70], [-0.56, 7.06, -2.39], [-0.79, 4.07, 1.97], [-0.38, 2.85, -0.28], [-3.85, 0.19, 3.41], [3.27, 7.24, 0.97], [-4.50, -5.26, 3.24], [-2.18, 1.51, 2.81], [3.82, 1.18, 0.77], [5.75, -1.34, 2.17], [6.22, -0.89, 0.52], [-2.92, -3.44, 2.89], [5.45, -2.46, 0.83], [0.68, 6.44, -1.28], [3.15, -2.71, -1.63], [-0.80, 5.49, -1.57], [4.17, 5.35, -0.36]], "e_lumo_ev": 2.8, "total_charge": -2, "homo_ha": -0.08865, "orbital_gap_ev": 5.21}

#b
{"formula": "C23H27BrN4O11P2S5Ti", "method": "ωB97M-V with the def2-TZVPD basis set", "elements": ["Br", "Ti", "S", "S", "S", "S", "S", "P", "P", "O", "O", "O", "O", "O", "O", "O", "O", "O", "O", "O", "N", "N", "N", "N", "C", "C", "C", "C", "C", "C", "C", "C", "C", "C", "C", "C", "C", "C", "C", "C", "C", "C", "C", "C", "C", "C", "C", "H", "H", "H", "H", "H", "H", "H", "H", "H", "H", "H", "H", "H", "H", "H", "H", "H", "H", "H", "H", "H", "H", "H", "H", "H", "H", "H"], "positions_angstrom": [[-1.60, 1.11, -2.70], [0.12, 0.21, 0.88], [5.83, -0.03, 4.27], [2.98, -0.11, 3.38], [1.90, -4.30, 3.71], [0.27, -1.36, 2.91], [4.29, -2.56, 4.03], [0.41, 3.16, 2.48], [0.93, 3.04, -0.48], [2.38, 2.83, -0.69], [-0.01, 1.89, -0.14], [-1.04, 3.52, 2.93], [-1.76, 0.25, 1.38], [1.27, 3.76, 3.67], [1.87, -0.23, 0.48], [-3.04, 0.48, 3.23], [2.58, -3.90, -1.50], [0.68, 1.70, 2.34], [2.11, 4.77, 1.16], [0.20, 3.76, -1.70], [0.95, -1.72, -1.05], [-2.95, 2.39, 0.25], [-0.21, -1.08, -0.49], [-2.94, 2.15, 1.66], [-2.46, -0.94, -1.44], [5.92, -2.46, -1.51], [3.37, -1.79, -0.63], [-0.22, 5.28, 0.78], [-1.42, -1.61, -0.97], [2.61, -2.69, 3.59], [1.96, -1.54, 3.28], [-5.15, -0.62, -4.92], [-3.80, -0.97, -1.41], [-6.51, -0.49, -4.68], [3.59, -3.01, -1.28], [-6.97, -0.53, -3.37], [-4.26, -0.77, -3.87], [0.82, 4.18, 0.98], [5.70, -1.24, -0.87], [4.42, -0.92, -0.44], [1.42, -4.64, 2.01], [-6.08, -0.67, -2.32], [4.44, -0.86, 3.89], [4.87, -3.34, -1.72], [-4.70, -0.80, -2.54], [-2.59, 0.85, 2.16], [2.00, -1.51, -0.05], [-1.99, 2.36, -0.07], [4.22, 0.02, 0.07], [0.08, 5.88, -0.08], [-3.19, -0.86, -4.06], [-8.03, -0.43, -3.17], [-1.80, 3.03, 2.47], [1.73, -3.42, -1.39], [2.70, 4.22, 0.62], [-4.77, -0.59, -5.93], [-0.27, 5.92, 1.66], [2.27, -4.57, 1.33], [6.91, -2.73, -1.84], [-1.49, -2.69, -0.94], [5.01, -4.29, -2.22], [1.81, -2.24, 0.74], [-0.48, 3.15, -2.07], [1.05, -5.67, 2.00], [-1.20, 4.86, 0.59], [-4.26, -1.05, -0.43], [-6.45, -0.69, -1.30], [0.62, -3.97, 1.70], [-7.20, -0.37, -5.51], [-3.38, 1.60, -0.23], [-3.81, 2.45, 2.08], [1.19, -1.18, -1.88], [6.52, -0.56, -0.71], [2.02, 3.18, 3.87]], "e_lumo_ev": 3.9, "total_charge": -2, "homo_ha": -0.08907, "orbital_gap_ev": 6.37}

Stability, lowest: #b

#a
{"formula": "C3H4OS2", "method": "ωB97M-V with the def2-TZVPD basis set", "elements": ["S", "S", "O", "C", "C", "C", "H", "H", "H", "H"], "positions_angstrom": [[-2.02, 1.44, -0.52], [0.38, -1.67, 0.48], [0.32, 1.40, -1.93], [0.41, 2.10, 0.37], [-0.17, 1.56, -0.85], [0.80, 2.76, 1.29], [0.98, 3.31, 2.15], [0.24, -1.86, -0.91], [0.97, -2.88, 0.56], [-2.30, 0.41, -1.37]], "smiles": "C#CC(=O)S.S", "e_lumo_ev": -0.2, "homo_ha": -0.35840, "orbital_gap_ev": 9.51}

#b
{"formula": "C3H4OS2", "method": "ωB97M-V with the def2-TZVPD basis set", "elements": ["S", "S", "O", "C", "C", "C", "H", "H", "H", "H"], "positions_angstrom": [[-1.14, 0.64, -2.47], [0.89, 0.20, 1.30], [-0.44, -1.95, 0.51], [-0.04, 0.75, -1.31], [-0.37, 0.88, 0.17], [0.56, -1.53, 1.05], [1.31, -2.12, 1.46], [-1.32, 0.40, 0.40], [1.03, 0.79, -1.54], [-0.47, 1.93, 0.42]], "smiles": "O=CSCC=S", "e_lumo_ev": -0.4, "homo_ha": -0.33069, "orbital_gap_ev": 8.58}

#c
{"formula": "C3H4OS2", "method": "ωB97M-V with the def2-TZVPD basis set", "elements": ["S", "S", "O", "C", "C", "C", "H", "H", "H", "H"], "positions_angstrom": [[2.96, -0.74, 0.02], [1.34, 0.24, 0.23], [1.22, 1.56, -0.34], [-0.11, -0.74, -0.23], [-1.30, -0.04, -0.01], [-2.27, 0.63, 0.24], [-0.03, -1.78, 0.02], [0.26, -0.75, -1.93], [1.05, 0.42, 1.61], [-3.13, 1.21, 0.40]], "e_lumo_ev": -0.7, "homo_ha": -0.35456, "orbital_gap_ev": 8.90}

#d
{"formula": "C3H4OS2", "method": "ωB97M-V with the def2-TZVPD basis set", "elements": ["S", "S", "O", "C", "C", "C", "H", "H", "H", "H"], "positions_angstrom": [[-1.75, -0.08, -1.20], [1.39, -0.64, -1.33], [0.04, 1.63, -0.18], [0.51, -0.72, 1.98], [-0.04, -0.41, 0.97], [-0.18, 0.32, -0.24], [0.54, -1.18, 2.93], [-2.04, 1.12, -1.45], [0.80, -1.69, -1.87], [0.72, 1.67, 0.39]], "smiles": "C#CC(O)(S)S", "e_lumo_ev": 0.3, "homo_ha": -0.32903, "orbital_gap_ev": 9.26}

Stability, lowest: #c

#a
{"formula": "C6H16N", "method": "ωB97M-V with the def2-TZVPD basis set", "elements": ["N", "C", "C", "C", "C", "C", "C", "H", "H", "H", "H", "H", "H", "H", "H", "H", "H", "H", "H", "H", "H", "H", "H"], "positions_angstrom": [[0.39, -2.49, 0.12], [0.53, -0.38, 2.44], [-0.13, 0.24, -0.03], [1.28, 0.66, -0.38], [-1.21, 0.87, -0.89], [-0.89, 1.01, -2.41], [-0.42, 0.31, 1.43], [1.40, 0.72, -1.45], [1.43, 1.67, 0.02], [-1.75, 1.29, -3.01], [0.22, -0.24, 3.47], [-2.12, 0.25, -0.90], [-0.60, -2.61, -0.06], [-1.45, -0.01, 1.64], [0.66, -1.55, -0.13], [-0.34, 1.37, 1.70], [1.52, 0.06, 2.37], [-0.58, 0.00, -2.68], [0.66, -1.44, 2.22], [0.91, -3.17, -0.42], [2.04, -0.01, 0.01], [-0.06, 1.66, -2.65], [-1.50, 1.80, -0.40]], "e_lumo_ev": -6.9, "total_charge": 1, "homo_ha": -0.52500, "orbital_gap_ev": 7.38}

#b
{"formula": "C6H16N", "method": "ωB97M-V with the def2-TZVPD basis set", "elements": ["N", "C", "C", "C", "C", "C", "C", "H", "H", "H", "H", "H", "H", "H", "H", "H", "H", "H", "H", "H", "H", "H", "H"], "positions_angstrom": [[-1.45, 3.65, -1.90], [-0.15, -2.32, 0.89], [-0.10, -0.15, -0.60], [0.85, -0.88, 0.77], [1.32, -0.23, -0.48], [2.16, 1.00, -0.13], [-1.62, -1.90, 1.27], [-2.13, 3.47, -2.69], [2.85, 1.19, -1.05], [-2.11, -1.75, 0.36], [-1.59, -0.98, 2.01], [-0.65, 0.72, -0.20], [-0.15, -2.88, -0.07], [-0.72, -0.75, -1.22], [1.80, -1.00, -1.25], [1.83, -1.28, 1.26], [1.54, 1.91, 0.01], [-1.51, 2.80, -1.27], [0.54, -0.13, 1.54], [-1.93, 4.39, -1.36], [2.84, 0.69, 0.73], [0.51, -2.86, 1.65], [-2.13, -2.71, 1.73]], "e_lumo_ev": -5.6, "total_charge": 1, "homo_ha": -0.48707, "orbital_gap_ev": 7.65}

Stability, lowest: #b

#a
{"formula": "C6H16N", "method": "ωB97M-V with the def2-TZVPD basis set", "elements": ["N", "C", "C", "C", "C", "C", "C", "H", "H", "H", "H", "H", "H", "H", "H", "H", "H", "H", "H", "H", "H", "H", "H"], "positions_angstrom": [[-0.01, 4.41, 1.07], [-0.60, 0.61, -2.21], [0.55, -1.35, 0.89], [0.03, -1.34, -0.64], [0.50, -0.23, -1.56], [-0.54, -0.48, 0.91], [0.37, -2.64, 1.67], [1.14, -0.64, -2.34], [-1.07, 1.30, -1.50], [-0.21, 1.21, -3.03], [1.18, 0.45, -1.05], [0.35, -2.42, 2.73], [1.52, -0.93, 1.06], [-1.02, -1.65, -0.80], [0.15, 4.83, 0.17], [0.46, -2.31, -0.90], [-0.37, 3.48, 0.90], [-1.57, -0.73, 1.11], [-0.35, 0.58, 0.76], [-0.78, 4.93, 1.48], [1.14, -3.38, 1.54], [-0.60, -3.11, 1.51], [-1.39, -0.03, -2.59]], "e_lumo_ev": -5.1, "total_charge": 1, "homo_ha": -0.47196, "orbital_gap_ev": 7.78}

#b
{"formula": "C6H16N", "method": "ωB97M-V with the def2-TZVPD basis set", "elements": ["N", "C", "C", "C", "C", "C", "C", "H", "H", "H", "H", "H", "H", "H", "H", "H", "H", "H", "H", "H", "H", "H", "H"], "positions_angstrom": [[-0.62, -0.95, 1.12], [0.56, -1.60, 1.80], [-0.16, 2.09, -1.89], [-1.61, -0.41, 2.11], [1.30, 0.91, -0.20], [0.53, 0.84, -1.34], [0.35, -0.52, -2.07], [0.66, -0.43, -3.13], [-0.25, -0.22, 0.44], [-0.75, -0.75, -2.08], [1.00, -0.83, 2.46], [-2.60, -0.25, 1.63], [1.29, -1.96, 1.05], [1.88, 0.09, 0.24], [-1.73, -1.13, 2.96], [0.06, 2.91, -1.18], [-1.28, 2.03, -2.02], [-1.09, -1.66, 0.53], [1.19, 1.85, 0.35], [0.91, -1.36, -1.61], [-1.19, 0.52, 2.49], [0.16, -2.42, 2.42], [0.28, 2.34, -2.86]], "e_lumo_ev": -3.1, "total_charge": 1, "homo_ha": -0.49243, "orbital_gap_ev": 10.29}

Stability, lowest: #a